No. 1
DFT (ωB97M-V with the def2-TZVPD basis set) results for a cluster of 3 separate species, C19H25BNO7 in total.

Computed properties:
Frontier orbital gap: 7.9 eV
M: 390.22 g mol⁻¹
LUMO: -3.8 eV
HOMO energy: -11.685 eV
E: -1344.92675 Ha
2S+1: 1
Net charge: +1

XYZ file:
```
53
Properties=species:S:1:pos:R:3:forces:R:3
C 3.52634 -5.45763 0.63430 0.185 0.362 -0.416
C 3.82003 -4.95073 -0.59292 -0.086 -0.498 0.718
C 4.99240 -4.02842 -0.79903 -0.016 -1.640 -0.551
N 4.78569 -2.79988 0.03125 0.964 -0.833 -0.070
O 3.75601 -2.05547 -0.56687 0.177 0.251 0.108
C 2.92995 -1.35458 0.39415 -0.536 0.349 0.803
C 1.62587 -2.06631 0.67542 -0.119 -0.100 -0.424
C 0.82793 -2.44868 -0.56646 -0.637 -0.172 0.136
C -0.41647 -3.23248 -0.12377 0.574 0.551 0.302
B 6.10124 -1.95176 0.17308 0.487 1.079 0.197
O 6.21645 -1.19458 1.28546 -0.184 -0.786 -0.170
O 7.04422 -1.93087 -0.78596 -0.439 -0.320 0.146
H 2.53019 -5.31772 1.04193 -0.474 -1.641 -0.554
H 4.25904 -5.99744 1.23177 0.434 1.337 0.731
H 3.20602 -5.25097 -1.43660 -0.810 1.445 0.055
H 5.93140 -4.49045 -0.47750 0.102 0.171 0.040
H 5.02864 -3.74350 -1.84514 0.375 0.349 0.057
H 4.52449 -3.15812 0.95979 -0.620 0.088 -0.141
H 3.45259 -1.19425 1.34114 0.360 -0.078 -0.143
H 2.75971 -0.35497 0.00066 0.062 -0.087 -0.394
H 1.01150 -1.39410 1.27871 0.083 0.088 0.092
H 1.77263 -2.95516 1.29653 0.198 -0.043 -0.013
H 0.44975 -1.55786 -1.07058 0.285 0.128 -0.114
H 1.42737 -3.01936 -1.27606 0.093 -0.019 0.015
H -1.02035 -3.56314 -0.96100 -0.030 -0.168 0.016
H -0.10865 -4.05026 0.52955 -0.205 -0.308 -0.202
H -1.00351 -2.54729 0.48700 -0.297 -0.127 -0.048
H 5.71182 -1.54121 2.02868 -0.149 0.556 0.246
H 7.56660 -2.73494 -0.86538 0.161 0.066 -0.420
C -3.33474 2.79938 -1.78923 0.025 -0.061 -0.059
C -3.34105 1.57897 -1.26343 0.112 -0.133 -0.169
C -2.19184 0.66224 -1.45388 -0.117 0.003 0.007
O -2.19529 -0.45743 -0.98105 0.175 -0.008 -0.008
C -1.03618 1.15898 -2.24399 0.009 0.028 0.015
C -1.03157 2.38163 -2.76609 0.065 -0.058 -0.002
C -2.18553 3.29926 -2.57783 -0.058 0.047 -0.020
O -2.18063 4.41487 -3.05050 0.038 0.008 0.023
H -4.16389 3.48078 -1.66619 -0.026 0.010 -0.030
H -4.17018 1.19957 -0.68598 0.020 -0.008 0.051
H -0.20780 0.47272 -2.37065 -0.021 -0.025 -0.009
H -0.20166 2.76478 -3.34636 -0.026 0.037 -0.012
C -6.06582 4.04520 2.47953 -0.028 0.037 0.032
C -6.45948 5.22710 2.94572 -0.001 -0.072 0.003
C -5.96273 6.49274 2.34994 -0.023 0.037 0.021
O -6.31665 7.56935 2.77315 0.005 0.012 0.001
C -5.01109 6.38676 1.21398 0.038 -0.034 -0.048
C -4.61830 5.20422 0.74862 -0.002 -0.026 0.011
C -5.11698 3.93905 1.34436 -0.063 -0.083 0.111
O -4.76685 2.85105 0.92796 -0.085 0.258 0.091
H -6.41530 3.11076 2.89963 0.019 -0.021 -0.029
H -7.15194 5.32455 3.77193 0.000 0.039 -0.003
H -4.66014 7.32067 0.79391 -0.021 0.018 0.023
H -3.92324 5.11492 -0.07572 0.026 -0.006 0.000
```
Positions in Å, forces in eV/Å.

Here are the Löwdin charges for atoms 1 to 2, given in e: 0.0477 -0.1145



No. 2
DFT (ωB97M-V with the def2-TZVPD basis set) results for a cluster of 2 separate species, C12H28N3O2S in total.

Computed properties:
Frontier orbital gap: 7.8 eV
M: 278.44 g mol⁻¹
LUMO: -4.2 eV
HOMO energy: -11.989 eV
E: -1186.65054 Ha
2S+1: 1
Net charge: +1
Relative energy (zero: lowest compared OMol25 entry of this formula, charge and spin): 26.6 kcal per mole

XYZ file:
```
46
Properties=species:S:1:pos:R:3:forces:R:3
C 4.57594 -0.66844 2.92806 -0.207 -0.084 -0.056
O 5.04041 -0.31914 1.64367 0.106 -0.138 -0.135
C 4.01967 -0.39977 0.67146 -0.232 0.620 0.383
C 4.29127 0.57106 -0.46639 0.113 -0.606 -0.606
C 3.04354 1.13266 -1.15080 0.195 0.346 0.237
C 2.13966 1.99768 -0.24647 0.103 0.346 -0.488
C 0.64918 1.98215 -0.62899 0.110 -0.393 0.285
C -0.34801 1.20299 0.27990 0.780 -0.066 -0.543
C 0.25323 0.03575 1.04618 -1.061 -0.428 0.752
N 0.70890 -1.07068 0.16274 -0.375 0.050 -0.201
C -0.01698 -1.12886 -1.00410 0.011 -0.262 0.170
N 0.52337 -1.57463 -2.12901 -0.410 -0.404 0.643
N -1.32582 -0.68454 -1.05531 0.872 1.399 -0.874
C -1.52134 0.68904 -0.56454 -0.483 0.700 1.143
H 5.42657 -0.87846 3.56811 0.090 0.055 -0.008
H 3.93419 -1.55553 2.89076 0.088 -0.126 0.023
H 3.98291 0.14561 3.36012 0.032 0.061 0.041
H 3.90542 -1.42619 0.30492 0.053 -0.086 0.006
H 3.07338 -0.12324 1.15090 -0.057 -0.064 0.000
H 4.85279 0.03100 -1.23310 0.167 0.121 -0.009
H 4.94582 1.37939 -0.14408 -0.122 0.050 0.294
H 2.47626 0.35441 -1.66638 -0.022 -0.182 0.185
H 3.42202 1.79233 -1.93306 -0.150 -0.109 -0.230
H 2.47801 3.02207 -0.40187 0.069 0.062 0.248
H 2.31753 1.79600 0.80891 -0.151 -0.096 0.061
H 0.55039 1.58749 -1.64553 0.112 0.076 -0.103
H 0.29160 3.00923 -0.67163 -0.157 0.002 -0.117
H -0.71096 1.90046 1.03225 -0.134 -0.060 0.070
H 1.06501 0.34822 1.69646 0.282 -0.151 -0.244
H -0.51762 -0.35603 1.71998 -0.072 0.085 0.008
H 0.70134 -1.95898 0.65794 0.746 -0.078 -0.069
H 1.12832 -2.38093 -2.15856 0.862 0.559 0.043
H 0.33259 -1.04181 -2.96308 -0.840 -0.731 -0.365
H -1.94707 -1.33931 -0.56857 -0.241 0.046 -0.213
H -1.69150 1.38744 -1.38346 -0.028 -0.215 -0.239
H -2.41591 0.68322 0.04973 -0.132 -0.099 -0.132
C -6.34405 -1.85870 0.58065 -0.006 0.002 0.084
S -5.19491 -1.30801 -0.67775 -0.122 -0.085 -0.068
O -3.91651 -0.96877 0.03268 0.102 -0.117 0.083
C -6.00430 0.24991 -1.03483 0.021 0.086 0.029
H -5.98519 -2.80911 0.96914 0.024 -0.007 -0.034
H -6.38741 -1.12224 1.38238 0.029 0.022 -0.021
H -7.32624 -1.99511 0.12974 0.007 -0.013 -0.023
H -6.07097 0.84403 -0.12376 0.013 -0.034 0.021
H -6.99667 0.05129 -1.43751 0.004 -0.017 -0.016
H -5.40789 0.77509 -1.77790 0.014 -0.038 -0.018
```
Positions in Å, forces in eV/Å.

Here are the Löwdin charges for atoms 1 to 2, given in e: -0.1091 -0.1750



No. 3
DFT (ωB97M-V with the def2-TZVPD basis set) results for a cluster of 2 separate species, C5H7N3 in total.

Computed properties:
Frontier orbital gap: 8.0 eV
M: 109.13 g mol⁻¹
LUMO: -0.8 eV
HOMO energy: -8.792 eV
E: -358.82106 Ha
2S+1: 1
Relative energy (zero: lowest compared OMol25 entry of this formula, charge and spin): 123.8 kcal per mole

XYZ file:
```
15
Properties=species:S:1:pos:R:3:forces:R:3
C 2.60249 -0.21810 0.06564 -0.277 -2.787 -1.176
C 0.17766 -0.54815 0.03473 1.803 -0.599 -0.718
C -1.00748 -1.41759 -0.02168 -0.296 -0.382 0.119
C -2.11180 -0.68363 -0.03594 1.478 3.013 0.753
C -0.26868 0.91058 0.00813 0.194 -1.969 -0.395
H 3.51146 -0.88856 -0.01542 -1.225 0.404 0.214
H 2.60176 0.21146 1.02287 0.160 1.159 1.089
H 2.69467 0.45890 -0.76446 -0.292 0.699 -0.033
H -0.95022 -2.48870 -0.04524 0.132 -0.186 -0.018
H -3.17760 -0.77416 0.07531 0.014 -0.677 -0.314
H -2.43100 1.54908 1.11497 2.166 -2.330 -3.600
H -0.04327 2.75057 -0.05901 0.789 -0.413 -0.333
N 1.34936 -1.06514 -0.02464 0.488 0.905 0.154
N -1.70306 0.73260 -0.11191 -2.312 3.199 3.443
N 0.55955 1.89295 -0.09692 -2.823 -0.036 0.816
```
Positions in Å, forces in eV/Å.

Here are the Löwdin charges for atoms 1 to 2, given in e: -0.1078 -0.2843



No. 4
DFT (ωB97M-V with the def2-TZVPD basis set) results for the molecule C4H5NO3.

Computed properties:
Frontier orbital gap: 10.5 eV
M: 115.09 g mol⁻¹
Structure (SMILES): O=CN1C[C@@H]1C(=O)O
LUMO: -0.2 eV
HOMO energy: -10.663 eV
E: -435.77170 Ha
2S+1: 1
Relative energy (zero: lowest compared OMol25 entry of this formula, charge and spin): 93.4 kcal per mole

XYZ file:
```
13
Properties=species:S:1:pos:R:3:forces:R:3
O -2.86107 0.06099 -0.41342 2.689 2.209 -0.361
C -1.74936 0.54698 -0.68100 -0.249 -2.984 -2.952
N -0.59763 0.35155 0.05698 1.653 0.179 -0.418
C -0.51863 -0.61193 1.05309 0.757 -0.159 1.575
C 0.53031 -0.75846 -0.18789 -0.717 2.397 0.865
C 1.97293 0.02329 -0.19152 -2.204 1.286 0.540
O 2.97468 -0.42003 -0.67998 -1.395 0.923 1.108
O 1.73057 1.35680 0.32873 4.868 -3.146 -1.399
H -1.29006 0.84533 -1.75142 -2.077 0.204 1.807
H 0.07429 -0.20315 2.08288 -2.131 -1.547 -2.710
H -1.61506 -1.07548 1.02757 2.795 -0.225 0.837
H 0.53660 -1.47416 -1.03681 -0.874 0.427 0.849
H 0.81242 1.35825 0.39277 -3.115 0.436 0.259
```
Positions in Å, forces in eV/Å.

Here are the Löwdin charges for atoms 1 to 2, given in e: 0.0292 -0.2809